# 1
A 8-piece molecular cluster, C25H48O10 overall at a distorted geometry. Source: the Open Molecules 2025 dataset; level of theory: ωB97M-V with the def2-TZVPD basis set.

Computed properties:
Structure (SMILES)   C[C@H]1COC(=O)O1.CC(C)=O.CC(C)=O.CC(C)=O.CC(C)=O.CC(C)=O.CC(C)=O.CC(C)=O
Energy relative to the best compared isomer or geometry (same formula, charge and spin)   0.000 eV
HOMO energy   -9.38 eV
Energy   -47177.1589 eV

CARTESIAN COORDINATES (ANGSTROEM)
C  -2.39364  -1.74978  -3.62987
C  -3.74917  -1.57891  -2.98345
C  -3.91030  -0.16853  -2.35650
O  -5.24208  0.20811  -2.72583
C  -5.72852  -0.67711  -3.59444
O  -6.79383  -0.64558  -4.15124
O  -4.84669  -1.63116  -3.89189
H  -2.19512  -2.69839  -4.12905
H  -1.65569  -1.53442  -2.85117
H  -2.12009  -1.03851  -4.41675
H  -3.82491  -2.37219  -2.23748
H  -3.14289  0.47614  -2.78825
H  -3.84847  -0.14055  -1.27269
C  1.78073  3.99421  -1.30940
C  0.71091  4.81901  -2.00568
C  0.82157  5.12053  -3.48113
O  -0.21259  5.29658  -1.38412
H  2.18093  3.28316  -2.04051
H  1.35995  3.45969  -0.47018
H  2.63412  4.64516  -1.11823
H  0.18100  4.43146  -4.03164
H  1.85126  5.03639  -3.84642
H  0.58910  6.14338  -3.77598
C  1.19956  0.43290  -0.61260
C  0.08040  -0.22534  0.14122
C  0.22913  -0.54854  1.61255
O  -0.93428  -0.55375  -0.43621
H  2.19910  0.16079  -0.26888
H  1.09919  1.50474  -0.43641
H  1.18295  0.26985  -1.68526
H  1.18293  -0.26880  2.06080
H  0.15173  -1.62488  1.75200
H  -0.52653  0.00999  2.16837
C  -3.69339  1.30578  2.32723
C  -4.35419  0.20191  1.51242
C  -3.74246  -1.17318  1.65443
O  -5.24394  0.43360  0.73683
H  -4.37644  1.62939  3.11064
H  -3.46289  2.19513  1.73659
H  -2.71383  0.95068  2.64995
H  -4.32060  -1.92081  1.11688
H  -3.73043  -1.47488  2.70625
H  -2.69168  -1.17827  1.35960
C  2.18511  2.29823  3.99209
C  2.09309  3.36142  2.95315
C  0.82186  4.10924  2.86186
O  2.97424  3.51890  2.13342
H  1.51913  2.50006  4.82519
H  3.22049  2.21013  4.32587
H  2.01559  1.37047  3.44127
H  0.78826  4.85040  2.06153
H  0.60026  4.59871  3.81579
H  -0.09175  3.54174  2.64929
C  3.67225  -4.35814  0.97418
C  3.68796  -3.35073  2.10967
C  4.75094  -3.50935  3.15620
O  2.94776  -2.39187  2.13961
H  4.52675  -3.98712  0.39969
H  2.75145  -4.32497  0.40568
H  3.87505  -5.32808  1.42271
H  5.75197  -3.33613  2.75179
H  4.79599  -4.55107  3.48990
H  4.60712  -2.86929  4.02082
C  -0.08717  -2.73665  5.50727
C  -0.47089  -3.22274  4.13554
C  0.70124  -3.73764  3.29783
O  -1.55304  -3.05403  3.63767
H  0.44193  -3.48674  6.10754
H  -0.99640  -2.53226  6.07641
H  0.62511  -1.91248  5.53738
H  0.32998  -3.69855  2.27261
H  0.93500  -4.77826  3.53338
H  1.61388  -3.15599  3.41274
C  0.61369  0.30976  -4.43050
C  1.04111  1.10329  -5.63760
C  1.60079  0.36055  -6.82311
O  0.91213  2.30880  -5.72405
H  1.47124  -0.05471  -3.86360
H  -0.13559  -0.41344  -4.73837
H  0.14284  0.97093  -3.69815
H  2.67818  0.24978  -6.65691
H  1.52544  0.94875  -7.73123
H  1.13709  -0.62591  -6.85902

Force components x, y, z for each atom (eV/Å):
0.7 0.5 -0.6
0.6 0.4 0.2
0.1 -0.7 0.0
0.2 0.2 0.2
-1.5 0.1 -1.5
0.5 0.5 0.9
1.0 -0.8 0.3
-0.3 -0.3 0.6
0.0 -0.5 0.1
-0.8 0.4 0.1
-0.5 0.0 0.0
-0.4 0.4 -0.1
0.1 -0.1 0.0
-0.1 -0.1 -1.7
-0.3 1.0 0.2
1.1 0.0 -0.5
0.0 -0.3 0.3
-0.1 -0.2 0.1
0.3 0.4 0.4
-0.1 0.0 0.6
0.1 0.0 -0.1
-0.1 -0.6 0.1
-0.6 0.0 0.6
0.5 0.4 0.2
0.1 -0.8 -0.4
0.5 0.6 0.3
-0.2 0.2 0.0
-0.1 -0.1 0.3
0.1 0.0 0.0
-0.5 -0.1 0.0
0.2 0.1 -0.4
-0.4 0.1 0.0
-0.3 -0.4 0.0
0.3 0.0 -0.5
0.9 0.1 -0.3
-0.3 -0.2 0.6
-0.5 0.0 -0.1
0.3 -0.2 0.3
-0.4 -0.1 -0.3
-0.3 0.0 0.7
0.1 0.1 -0.2
0.0 0.1 0.0
-0.1 0.1 -0.3
0.8 0.0 0.1
0.2 -0.3 -1.2
-1.5 1.2 -0.1
0.1 0.1 0.3
-0.2 -0.5 0.0
-0.1 0.2 0.1
-0.5 -0.1 0.4
0.6 0.1 0.1
0.1 0.1 0.0
0.4 -0.7 0.3
0.4 0.7 1.1
-0.1 0.7 -0.3
0.5 -0.9 0.3
0.2 0.1 -0.3
0.0 -0.6 -0.4
0.0 0.0 -0.1
0.1 -0.2 -0.5
-0.1 0.2 -0.2
-0.1 0.0 0.1
-0.2 0.2 -0.1
-0.6 -0.7 1.3
1.9 0.7 -0.5
-1.0 -0.4 0.0
-0.4 -0.2 0.3
-0.1 -0.3 -0.4
0.1 0.4 -0.1
-0.3 0.3 -0.5
0.4 -0.1 -0.1
-0.1 -0.1 0.1
-0.5 0.0 0.2
-0.2 1.1 0.6
-0.1 1.0 -0.8
0.4 -0.3 0.6
0.0 -0.3 0.6
0.0 -0.8 -0.5
0.4 -0.5 0.2
-0.2 0.2 -0.3
-0.1 -0.3 0.1
-0.4 -0.1 0.0
0.2 0.0 -0.4

***

# 2
C25H48P4PbS as an isolated structure at a distorted geometry. Source: the Open Molecules 2025 dataset; level of theory: ωB97M-V with the def2-TZVPD basis set.

Computed properties:
Energy relative to the best compared isomer or geometry (same formula, charge and spin)   2.605 eV
Net charge   +4
HOMO energy (spin up / spin down)   -18.83 / -19.02 eV
Energy   -79899.0966 eV

CARTESIAN COORDINATES (ANGSTROEM)
Pb  -0.26646  -0.16219  -0.75056
P  -1.80806  2.01493  0.53619
P  -2.09904  -1.44965  1.34200
P  1.94833  1.81921  -0.99751
H  -0.84703  -5.02469  -2.56551
C  0.18056  -4.72923  -2.78342
C  1.12431  -4.84543  -1.84266
H  0.87423  -5.05713  -0.80348
C  -3.12079  2.24865  -0.72964
C  -2.81025  2.03128  2.06332
C  -1.05888  3.68350  0.61138
C  -1.68771  -3.23897  1.27112
C  -2.65393  -1.33908  3.08367
C  -3.73606  -1.48781  0.50389
C  3.32666  0.77575  -1.61145
C  2.88437  3.18440  -0.20501
C  1.37466  2.68564  -2.50091
H  0.41430  -4.47841  -3.82987
H  2.17306  -4.67926  -2.08291
H  -3.67457  3.16679  -0.48174
H  -3.80961  1.38778  -0.72790
H  -2.66354  2.35756  -1.72699
H  -3.33964  2.99046  2.12239
H  -2.16332  1.93856  2.94259
H  -3.54995  1.22416  2.06047
H  -1.86296  4.42764  0.50618
H  -0.32671  3.82118  -0.19999
H  -0.56296  3.82812  1.58166
H  -2.63691  -3.78557  1.18661
H  -1.17354  -3.53628  2.19799
H  -1.05237  -3.47179  0.39933
H  -3.66169  -1.76371  3.15813
H  -2.68326  -0.29756  3.41998
H  -1.97782  -1.91456  3.72649
H  -4.37398  -2.17064  1.08571
H  -3.63017  -1.86915  -0.52190
H  -4.19388  -0.48960  0.47942
H  3.81860  1.25655  -2.46384
H  2.96417  -0.21564  -1.92574
H  4.06143  0.65017  -0.80270
H  3.57425  3.63922  -0.93197
H  3.46122  2.79221  0.64361
H  2.16651  3.94409  0.14400
H  2.24261  2.98151  -3.10091
H  0.81093  3.58236  -2.20188
H  0.71755  2.05093  -3.11253
C  1.00713  -1.29266  -4.94847
C  0.52783  -0.66364  -6.11274
C  0.87829  -1.14482  -7.36879
C  1.67545  -2.29158  -7.48828
C  2.10849  -2.96264  -6.33252
C  1.75998  -2.47217  -5.06407
S  0.63825  -0.55291  -3.36752
H  0.14397  -1.66153  -2.63575
H  -0.11609  0.20328  -6.01393
H  0.55359  -0.61014  -8.25475
H  1.99937  -2.63944  -8.47020
H  2.73913  -3.84693  -6.40722
H  2.06007  -3.01335  -4.16339
C  2.69404  0.72107  2.48561
P  1.00401  0.03288  2.33078
C  1.38236  -1.60572  3.04203
C  0.28154  0.88099  3.83719
C  -0.30319  0.18598  4.90892
C  -1.01846  0.87428  5.89665
C  -1.09571  2.27025  5.86810
C  -0.42179  2.97651  4.86503
C  0.26551  2.28748  3.86309
H  3.33736  0.24988  1.73273
H  3.08052  0.46845  3.48606
H  2.70760  1.80742  2.36120
H  1.86276  -1.46852  4.02026
H  0.48233  -2.22485  3.14350
H  2.09495  -2.09634  2.36505
H  -0.21971  -0.90347  4.97754
H  -1.51163  0.30476  6.69534
H  -1.66604  2.79920  6.63518
H  -0.42468  4.07267  4.86189
H  0.80012  2.83933  3.08639

Force components x, y, z for each atom (eV/Å):
-0.9 1.6 3.2
-0.6 0.6 -0.8
-0.6 -1.1 -0.1
0.8 0.2 -0.7
0.2 0.3 -0.1
0.1 -0.3 0.1
-0.2 0.7 -0.4
0.1 -0.3 -0.3
0.2 -0.1 0.0
0.2 -0.4 0.2
0.3 -0.1 -0.1
0.2 0.0 -0.2
0.3 0.5 0.2
0.1 0.3 -0.2
0.0 -0.4 0.1
-0.4 0.0 0.6
-0.5 0.0 -0.1
-0.1 -0.3 0.6
-0.1 0.0 0.2
0.0 -0.3 -0.2
0.2 0.4 -0.1
-0.3 0.0 0.3
0.1 -0.1 -0.1
-0.2 0.0 -0.2
0.1 0.2 0.0
0.3 -0.2 0.0
-0.3 0.1 0.3
-0.1 0.0 -0.3
0.4 -0.1 0.1
-0.1 0.0 -0.4
-0.3 0.0 0.4
0.2 0.0 0.0
-0.1 -0.3 0.1
-0.2 0.2 -0.1
0.1 0.2 -0.3
-0.1 0.1 0.2
0.0 -0.3 0.0
0.0 0.0 0.2
0.3 0.4 0.1
-0.2 0.0 -0.3
-0.3 -0.2 0.1
-0.1 0.3 -0.3
0.4 -0.2 0.0
-0.2 0.0 0.1
0.2 -0.2 -0.2
0.2 0.4 0.1
-0.5 0.0 0.3
0.1 0.5 -1.4
-0.9 1.4 1.0
0.5 -0.2 -0.4
0.0 0.0 2.2
0.9 -1.7 -0.9
-0.4 -1.8 -1.2
1.0 0.4 -1.5
0.1 0.0 -0.2
-0.1 -0.1 0.1
-0.2 0.0 0.2
-0.2 0.2 0.0
0.1 0.2 -0.4
0.4 0.4 -0.2
0.2 0.4 2.5
-0.3 -0.4 -0.3
0.4 -0.8 -1.4
-1.1 -0.3 1.2
0.5 -1.7 -0.4
-0.2 0.4 0.2
1.0 0.4 -1.2
-0.5 1.6 0.6
-0.1 0.2 0.1
-0.1 0.1 -0.4
0.1 -0.2 0.0
-0.1 -0.1 -0.3
0.3 0.0 0.0
-0.2 0.0 0.2
-0.1 0.5 0.0
0.3 0.3 -0.3
0.2 -0.1 -0.2
0.0 -0.5 0.1
-0.2 -0.1 0.3

***

# 3
A 4-piece molecular cluster, C25H49F9N3O8 overall at a distorted geometry. Source: the Open Molecules 2025 dataset; level of theory: ωB97M-V with the def2-TZVPD basis set.

Computed properties:
Net charge   -1
HOMO energy   -4.29 eV
Energy   -72017.7750 eV

CARTESIAN COORDINATES (ANGSTROEM)
O  2.89095  -4.45834  6.12900
C  2.96409  -3.11248  6.01150
O  3.21834  -2.27524  7.22877
C  2.72881  -2.36431  4.53728
C  1.97747  -0.91164  4.65786
C  0.39000  -0.93692  4.15923
F  0.33175  -1.64271  2.86192
F  0.05044  0.50565  3.86975
C  -0.63505  -1.47575  5.31100
F  -1.49881  -0.29435  5.68797
F  0.12846  -1.80298  6.55927
C  -1.66713  -2.65971  4.85482
F  -2.74164  -2.69639  5.91786
F  -2.42273  -2.35176  3.58308
C  -1.03452  -4.17122  4.81724
F  -0.45730  -4.64458  6.09781
F  -2.19570  -5.09502  4.52973
F  -0.05070  -4.41876  3.73926
H  2.24820  -3.11285  3.77609
H  3.83005  -2.13432  4.13952
H  2.10611  -0.40224  5.72755
H  2.53695  -0.17674  3.90366
C  -5.85893  -0.99579  -3.18534
O  -5.09191  -2.19199  -3.15886
C  -3.74642  -2.00405  -2.70185
C  -3.56032  -2.58591  -1.28625
N  -4.26620  -1.78708  -0.28251
C  -4.41038  -2.44798  1.02202
C  -5.14196  -3.80613  1.07028
O  -6.54432  -3.73124  0.80623
C  -6.88241  -3.64539  -0.57008
H  -6.76518  -1.18887  -3.76643
H  -6.16548  -0.70524  -2.17826
H  -5.31028  -0.17665  -3.66136
H  -3.43356  -0.95385  -2.75436
H  -3.10669  -2.56493  -3.38528
H  -2.49200  -2.60530  -1.04408
H  -3.92461  -3.61522  -1.31080
H  -5.19739  -1.56186  -0.62369
H  -4.95839  -1.74963  1.66350
H  -3.41388  -2.56396  1.46442
H  -5.05858  -4.17649  2.09881
H  -4.66796  -4.56910  0.44399
H  -6.20569  -4.22631  -1.20431
H  -6.90315  -2.59838  -0.87995
H  -7.89372  -4.03607  -0.70018
C  -4.23719  2.48152  -5.25186
O  -3.37010  1.55566  -4.61085
C  -2.52307  0.83690  -5.51663
C  -1.06519  1.32773  -5.41275
N  -0.91395  2.67554  -5.96449
C  0.35129  3.33377  -5.61054
C  0.67606  3.52417  -4.11374
O  -0.15654  4.47358  -3.44491
C  -1.43013  3.97610  -3.06231
H  -4.99578  2.79072  -4.52719
H  -3.69291  3.37501  -5.56495
H  -4.74305  2.03005  -6.11144
H  -2.89265  0.87529  -6.54886
H  -2.55168  -0.20805  -5.20328
H  -0.41480  0.63885  -5.96299
H  -0.78763  1.29117  -4.35709
H  -1.67539  3.26325  -5.63426
H  0.32501  4.32479  -6.07604
H  1.17285  2.78552  -6.08660
H  1.69057  3.93603  -4.05780
H  0.71155  2.57966  -3.56086
H  -1.39531  2.92482  -2.76022
H  -2.14319  4.12358  -3.87624
H  -1.78807  4.56437  -2.21488
C  5.18899  3.50952  -0.86537
O  5.95601  2.31332  -0.83889
C  7.30150  2.50126  -0.38188
C  7.48760  1.91940  1.03372
N  6.78172  2.71823  2.03746
C  6.63754  2.05734  3.34199
C  5.90596  0.69918  3.39025
O  4.50360  0.77407  3.12620
C  4.16551  0.85992  1.74989
H  4.28274  3.31644  -1.44646
H  4.88244  3.80007  0.14171
H  5.73764  4.32866  -1.34140
H  7.61436  3.55146  -0.43439
H  7.94123  1.94038  -1.06530
H  8.55592  1.90001  1.27589
H  7.12331  0.89009  1.00917
H  5.85053  2.94345  1.69628
H  6.08953  2.75568  3.98347
H  7.63404  1.94135  3.78439
H  5.98933  0.32882  4.41878
H  6.37996  -0.06379  2.76396
H  4.84223  0.27900  1.11566
H  4.14477  1.90694  1.44002
H  3.15420  0.46924  1.61979

Force components x, y, z for each atom (eV/Å):
0.3 6.5 -1.6
0.3 -1.7 5.6
-1.3 -3.4 -6.8
1.1 -0.1 0.8
0.2 0.5 -0.9
2.6 1.9 -0.8
-0.6 1.7 3.5
0.4 -4.0 0.5
-0.6 2.3 1.8
2.3 -3.8 -1.0
-2.8 0.6 -4.5
-2.9 0.2 1.1
3.4 -0.1 -3.3
3.0 -1.0 4.2
0.3 -4.0 -0.2
-2.1 2.2 -4.8
3.7 3.0 0.8
-3.5 1.2 3.8
0.7 1.5 1.6
-2.4 -0.4 0.8
-0.5 -1.6 -2.2
-1.6 -1.6 1.5
-0.1 -0.3 -0.2
0.2 0.5 0.0
0.0 -0.5 0.5
-0.3 0.7 -0.4
-0.2 -0.2 -0.1
-0.1 0.0 -0.2
0.0 0.3 0.5
0.3 -0.2 -0.3
-0.2 0.1 0.4
0.1 -0.1 0.1
0.0 0.2 0.0
0.0 0.0 0.1
-0.2 0.0 0.1
0.0 -0.1 0.0
-0.1 0.0 0.0
0.1 -0.2 -0.1
0.3 -0.1 0.0
0.1 -0.1 0.0
-0.1 -0.1 -0.1
-0.1 0.1 -0.1
-0.1 0.1 -0.2
0.0 0.1 0.0
0.1 -0.1 -0.3
0.0 -0.1 0.1
0.0 -0.1 0.4
-0.2 0.0 -0.6
0.6 0.1 0.4
-0.7 0.2 -0.3
0.0 0.0 0.2
-0.3 0.1 0.1
0.1 0.4 -0.2
0.2 -0.5 -0.1
0.1 0.3 0.0
0.1 -0.1 0.0
-0.1 0.1 -0.2
0.1 0.1 0.0
0.0 0.2 0.1
0.0 -0.1 0.0
0.0 0.0 0.0
0.0 -0.2 0.1
0.2 -0.2 -0.1
0.1 -0.1 0.1
0.0 0.0 0.1
-0.1 0.0 0.0
-0.2 0.0 0.0
0.0 0.0 -0.1
-0.2 -0.2 0.1
0.2 0.0 0.0
-0.1 -0.4 -0.1
0.3 0.6 0.0
0.0 -0.6 0.5
-0.4 0.6 -0.4
-0.1 -0.2 -0.1
-0.3 0.0 -0.2
-0.1 0.2 0.5
0.5 -0.1 -0.3
-0.2 0.1 0.3
0.2 -0.1 0.1
0.0 0.2 0.0
0.0 0.0 0.1
-0.2 0.0 0.1
0.0 0.0 0.0
0.0 0.0 0.0
0.1 -0.2 -0.1
0.3 -0.1 0.0
0.0 -0.1 0.0
-0.1 -0.1 -0.1
-0.1 0.1 -0.1
-0.1 0.1 -0.2
0.0 0.1 0.0
0.1 0.0 -0.3
0.0 -0.1 0.1